30
Properties=species:S:1:pos:R:3 method="wB97M-V/def2-TZVPD" spin_multiplicity=6 homo_lumo_gap_ev="7.943 / 9.096" homo_energy_ha="-0.5935 / -0.5935" total_energy_ha=-2254.962479 charge=+2
C 2.86 -1.87 0.82
I 3.24 0.70 0.39
H 3.05 -1.82 1.90
H 3.80 -1.82 0.27
H 2.42 -2.86 0.61
Sm -1.70 0.04 0.00
P -1.08 0.86 -2.63
C 0.45 1.85 -2.72
C -0.53 -0.70 -3.42
H -3.16 1.42 -3.70
H -1.86 1.17 -4.90
H -1.95 2.70 -3.95
C -2.11 1.61 -3.92
H -1.29 -1.48 -3.28
H -0.42 -0.49 -4.49
H 0.77 1.93 -3.77
H 1.25 1.39 -2.13
H 0.42 -1.04 -3.00
H 0.24 2.86 -2.32
C 1.86 -0.85 0.44
O 0.62 -0.91 0.25
Cl -3.00 -2.04 -0.03
N 0.51 0.53 3.31
C -0.71 0.02 3.19
N -1.25 -0.80 4.10
O -1.41 0.26 2.12
H 1.05 0.41 4.16
H 0.88 1.10 2.55
H -2.18 -1.16 3.91
H -0.77 -1.02 4.97

25
Properties=species:S:1:pos:R:3 method="wB97M-V/def2-TZVPD" spin_multiplicity=1 homo_lumo_gap_ev=10.628 homo_energy_ha=-0.5071 total_energy_ha=-408.617919 charge=+1 relative_energy_kcal_mol=15.0
Cs 1.29 0.59 -0.41
C 0.10 0.76 -3.87
C -1.17 0.50 -3.09
C -2.35 0.18 -4.04
O -0.99 -0.66 -2.28
H 0.16 -0.09 -4.56
H 0.98 0.81 -3.23
H -0.04 1.68 -4.43
H -1.52 1.33 -2.47
H -3.31 0.26 -3.52
H -2.43 -0.87 -4.33
H -2.29 0.77 -4.95
H -1.90 -0.85 -2.03
C 0.22 0.23 4.41
C 1.50 -0.17 3.61
C 1.45 -1.56 3.01
O 1.68 0.77 2.53
H 0.44 0.58 5.42
H -0.41 -0.65 4.53
H -0.36 1.02 3.92
H 2.34 -0.08 4.30
H 1.36 -2.28 3.83
H 2.33 -1.99 2.52
H 0.67 -1.72 2.26
H 2.25 1.45 2.88

32
Properties=species:S:1:pos:R:3 method="wB97M-V/def2-TZVPD" spin_multiplicity=1 homo_lumo_gap_ev=1.321 homo_energy_ha=-0.5526 total_energy_ha=-1757.309512 charge=+2 relative_energy_kcal_mol=139.3
Tl -7.25 -15.01 5.49
F -4.80 -15.53 1.33
O -10.60 -13.12 -0.57
S -10.97 -12.98 -1.95
O -11.78 -14.08 -2.54
O -11.68 -11.53 -2.13
C -12.54 -11.47 -3.25
C -13.49 -10.33 -2.95
C -9.52 -12.80 -2.95
H -13.05 -12.33 -3.69
H -11.99 -11.18 -4.15
H -12.98 -9.70 -2.22
H -14.51 -10.60 -2.68
H -13.71 -9.67 -3.79
H -9.77 -12.08 -3.73
H -9.40 -13.72 -3.53
H -8.67 -12.67 -2.29
O 0.71 -19.35 -5.54
S 0.78 -18.90 -4.15
O 1.43 -19.68 -3.04
O 1.32 -17.28 -4.14
C 0.95 -16.44 -5.28
C 0.35 -15.10 -4.82
C -0.98 -18.56 -3.47
H 0.20 -16.83 -5.97
H 1.83 -16.26 -5.89
H 0.87 -14.62 -4.00
H -0.61 -15.41 -4.39
H 0.26 -14.36 -5.62
H -1.24 -17.69 -4.08
H -0.94 -18.13 -2.47
H -1.55 -19.49 -3.58

47
Properties=species:S:1:pos:R:3 method="wB97M-V/def2-TZVPD" spin_multiplicity=1 homo_lumo_gap_ev=3.442 homo_energy_ha=-0.3514 total_energy_ha=-2745.899398 charge=0
Li 3.12 1.51 -0.93
Li 2.81 0.50 1.70
In -1.30 0.23 2.92
In 2.05 -2.46 -0.56
C -1.53 -4.03 -0.54
C -2.28 -5.19 -0.53
C -3.14 -5.55 0.66
O -3.75 -6.65 0.70
C -3.30 -4.75 1.78
C -2.63 -3.45 1.78
C -1.75 -3.04 0.51
O -1.31 -1.91 0.45
O -2.64 -2.63 2.67
O -2.12 -5.99 -1.48
H -0.67 -3.98 -1.19
H -3.85 -5.08 2.64
P 0.89 0.93 0.27
O -0.61 1.20 0.39
O 1.11 -0.32 1.16
O 1.89 2.01 0.78
O 1.38 0.53 -1.17
P 4.80 -0.09 0.11
O 3.97 -1.03 1.04
O 4.08 -0.25 -1.23
O 6.15 -0.81 0.14
O 4.67 1.34 0.62
O 1.13 1.52 -3.58
H 1.54 2.39 -3.57
H 1.39 1.11 -2.71
O -3.12 2.56 2.12
H -3.94 3.07 2.20
H -2.63 3.03 1.44
O 0.19 2.78 3.03
H 0.80 2.81 2.28
H 0.20 3.67 3.40
O 0.97 4.34 -0.15
H 1.51 4.43 -0.93
H 1.25 3.49 0.26
O -1.33 1.76 -2.25
H -1.05 1.65 -1.32
H -0.54 1.56 -2.77
O -2.26 4.17 0.09
H -1.76 4.89 -0.30
H -1.69 3.40 0.00
O 1.19 -1.52 -3.07
H 1.15 -0.59 -2.85
H 0.98 -1.56 -4.01

23
Properties=species:S:1:pos:R:3 method="wB97M-V/def2-TZVPD" spin_multiplicity=1 homo_lumo_gap_ev=11.438 homo_energy_ha=-0.5515 total_energy_ha=-292.682511 charge=+1 relative_energy_kcal_mol=26.2
C 2.58 0.04 0.50
C 1.14 0.29 0.12
C 0.08 -0.59 0.78
C -1.34 -0.24 0.61
C -1.62 1.30 0.46
C -1.93 -1.05 -0.60
N 0.95 0.19 -1.41
H 3.23 0.76 0.05
H 2.97 -0.92 0.13
H 2.72 0.06 1.55
H 0.82 1.27 0.26
H 0.36 -1.66 0.47
H 0.40 -0.56 1.85
H -1.88 -0.49 1.54
H -1.35 1.49 -0.59
H -2.74 1.31 0.48
H -1.27 2.06 1.17
H -3.03 -1.17 -0.53
H -1.30 -1.92 -0.67
H -1.74 -0.60 -1.56
H 1.53 1.01 -1.88
H -0.02 0.24 -1.90
H 1.26 -0.70 -1.72

23
Properties=species:S:1:pos:R:3 method="wB97M-V/def2-TZVPD" spin_multiplicity=1 homo_lumo_gap_ev=6.735 homo_energy_ha=-0.5232 total_energy_ha=-292.521946 charge=+1 relative_energy_kcal_mol=126.9
C 2.59 -0.14 -0.08
C 1.11 0.57 -0.31
C -0.05 -0.14 0.42
C -1.35 -0.38 -0.28
C -2.52 0.51 0.17
C -1.96 -1.84 -0.22
N 1.47 2.03 -0.01
H 2.53 -1.26 0.11
H 3.26 -0.03 -0.94
H 2.98 0.48 0.77
H 0.88 0.50 -1.32
H 3.39 -2.71 1.32
H -0.15 0.27 1.41
H -1.24 -0.33 -1.35
H -2.38 1.61 0.14
H -2.88 0.09 1.15
H -3.34 0.36 -0.47
H -1.16 -2.64 -0.38
H -2.44 -2.05 0.78
H -2.78 -1.97 -0.90
H 0.92 2.34 0.80
H 4.04 -3.00 1.52
H 1.24 2.66 -0.77

23
Properties=species:S:1:pos:R:3 method="wB97M-V/def2-TZVPD" spin_multiplicity=1 homo_lumo_gap_ev=12.166 homo_energy_ha=-0.5703 total_energy_ha=-292.713897 charge=+1 relative_energy_kcal_mol=6.5
C -1.36 0.27 1.65
C -0.68 -0.62 0.61
C 0.80 -0.32 0.33
C 1.59 -1.62 0.19
C 1.08 0.58 -0.91
C 0.30 1.88 -1.00
N -1.48 -0.51 -0.68
H -2.34 -0.08 1.82
H -1.36 1.34 1.42
H -0.82 0.17 2.59
H -0.88 -1.63 0.94
H 1.19 0.24 1.17
H 1.19 -2.43 0.76
H 2.61 -1.53 0.57
H 1.59 -1.94 -0.85
H 0.99 -0.06 -1.80
H 2.11 0.89 -0.82
H -0.78 1.86 -1.16
H 0.75 2.49 -1.77
H 0.48 2.42 -0.07
H -1.44 0.46 -1.02
H -2.45 -0.74 -0.56
H -1.09 -1.11 -1.41

24
Properties=species:S:1:pos:R:3 method="wB97M-V/def2-TZVPD" spin_multiplicity=1 homo_lumo_gap_ev="7.710 / 7.711" homo_energy_ha="-0.2541 / -0.2541" total_energy_ha=-347.575845 charge=0 relative_energy_kcal_mol=93.5
C -0.17 -0.36 0.14
C -1.08 0.50 -0.52
C 1.23 1.07 -0.45
C -0.04 -0.38 1.64
C 0.25 -1.62 -0.57
C 2.61 0.46 -0.42
N -2.40 -1.07 0.10
N -1.54 1.69 0.00
H -1.13 0.43 -1.60
H -3.09 -0.47 0.55
H -2.79 -1.33 -0.80
H -1.70 1.72 0.99
H -2.24 2.17 -0.54
H 1.00 1.52 -1.42
H 1.06 1.80 0.33
H -0.66 -1.19 2.03
H -0.34 0.55 2.11
H 1.01 -0.56 1.90
H -0.39 -2.44 -0.24
H 1.28 -1.87 -0.31
H 0.17 -1.53 -1.65
H 2.74 -0.27 -1.22
H 3.38 1.22 -0.56
H 2.81 -0.04 0.53

24
Properties=species:S:1:pos:R:3 method="wB97M-V/def2-TZVPD" spin_multiplicity=1 homo_lumo_gap_ev=9.928 homo_energy_ha=-0.3253 total_energy_ha=-347.686953 charge=0 relative_energy_kcal_mol=23.8
C -2.27 1.42 0.47
C -1.74 0.01 0.76
C -0.94 -0.44 -0.47
C 0.29 0.44 -0.80
C 1.44 0.36 0.20
C 2.44 -0.73 -0.07
N 3.54 -0.27 -0.95
N -2.79 -0.96 1.12
H -1.72 2.17 1.05
H -2.21 1.76 -0.55
H -3.33 1.47 0.80
H -1.01 0.08 1.59
H -0.61 -1.48 -0.27
H -1.45 -0.62 -1.41
H -0.11 1.45 -0.87
H 0.72 0.06 -1.74
H 1.02 0.14 1.19
H 1.87 1.36 0.33
H 2.02 -1.65 -0.49
H 2.92 -1.12 0.82
H 3.44 0.64 -1.36
H 3.83 -0.97 -1.62
H -2.40 -1.50 1.88
H -2.96 -1.64 0.39

24
Properties=species:S:1:pos:R:3 method="wB97M-V/def2-TZVPD" spin_multiplicity=1 homo_lumo_gap_ev=9.417 homo_energy_ha=-0.3095 total_energy_ha=-347.624380 charge=0 relative_energy_kcal_mol=63.0
C -1.03 -0.47 1.79
N 0.41 -0.17 1.60
C 1.02 -0.55 0.34
C 0.87 0.55 -0.81
C 1.09 0.10 -2.22
C 1.81 1.69 -0.50
C -2.04 -0.35 0.54
N -3.05 -1.43 0.60
H -1.48 -0.05 2.72
H -1.13 -1.58 1.85
H 0.68 0.80 1.65
H 2.07 -0.67 0.67
H 0.43 -1.50 -0.01
H -0.12 1.04 -0.61
H 0.14 0.13 -2.75
H 1.89 0.84 -2.72
H 1.68 -0.83 -2.29
H 1.51 2.62 -0.03
H 2.78 1.37 0.07
H 2.23 2.03 -1.42
H -2.38 0.65 0.46
H -1.45 -0.39 -0.40
H -3.09 -1.79 1.55
H -2.83 -2.02 -0.09

24
Properties=species:S:1:pos:R:3 method="wB97M-V/def2-TZVPD" spin_multiplicity=1 homo_lumo_gap_ev=9.204 homo_energy_ha=-0.3013 total_energy_ha=-347.693802 charge=0 relative_energy_kcal_mol=19.5
C 1.73 0.21 1.65
C 0.53 0.41 -1.95
C 1.16 -0.33 0.34
C 0.94 0.73 -0.72
N 1.06 2.05 -0.33
N 2.09 -1.34 -0.16
H 1.04 2.71 -1.10
H 1.81 2.24 0.32
H 1.81 -1.67 -1.08
H 2.12 -2.13 0.46
H 2.73 0.60 1.50
H 1.08 0.98 2.06
H 0.33 -0.61 -2.25
H -1.79 -0.84 -1.11
H 1.79 -0.60 2.37
H 0.37 1.16 -2.71
C -2.72 0.16 0.56
C -2.48 -1.07 -0.30
H -3.39 -0.07 1.38
H -3.16 0.95 -0.04
H -1.78 0.53 0.97
H -2.05 -1.88 0.29
H -3.41 -1.43 -0.73
H 0.17 -0.77 0.56

24
Properties=species:S:1:pos:R:3 method="wB97M-V/def2-TZVPD" spin_multiplicity=1 homo_lumo_gap_ev=4.893 homo_energy_ha=-0.2614 total_energy_ha=-347.442433 charge=0 relative_energy_kcal_mol=177.2
C 2.12 0.12 1.67
C 1.97 1.02 0.42
C 0.96 -0.83 2.10
N 0.14 -1.49 1.13
C -0.94 -0.75 0.64
C -0.75 -0.66 -0.89
N -0.87 0.62 -1.35
C -0.77 0.59 -2.80
H 2.98 -0.54 1.46
H 2.50 0.71 2.50
H 1.60 1.98 0.80
H 1.15 0.64 -0.16
H 2.91 1.21 -0.09
H 1.47 -1.56 2.72
H 0.28 -0.15 2.63
H -4.38 0.29 -0.14
H -1.93 -1.12 0.94
H -0.89 0.30 0.96
H 0.23 -1.08 -1.21
H -1.44 -1.43 -1.25
H -3.78 0.33 -0.57
H -1.82 0.34 -3.05
H -0.64 1.60 -3.19
H -0.11 -0.14 -3.27

24
Properties=species:S:1:pos:R:3 method="wB97M-V/def2-TZVPD" spin_multiplicity=1 homo_lumo_gap_ev=9.173 homo_energy_ha=-0.2991 total_energy_ha=-347.662497 charge=0 relative_energy_kcal_mol=39.1
C -2.78 -1.18 -0.49
C -1.99 -1.05 0.81
N -1.33 0.25 0.80
C -0.76 0.61 2.13
H -3.31 -2.13 -0.56
H -2.12 -1.05 -1.38
H -3.56 -0.40 -0.52
H -1.22 -1.84 0.84
H -2.69 -1.13 1.64
H -2.06 0.99 0.58
H -0.24 1.58 2.09
H -1.55 0.57 2.90
H -0.03 -0.16 2.39
C 1.53 -0.94 -1.79
C 1.61 0.24 -0.89
C 2.71 1.02 -0.95
N 2.92 2.29 -0.25
H 2.44 -1.08 -2.42
H 1.41 -1.86 -1.22
H 0.65 -0.69 -2.44
H 0.72 0.63 -0.36
H 3.54 0.82 -1.66
H 3.86 2.14 0.24
H 2.24 2.38 0.51

24
Properties=species:S:1:pos:R:3 method="wB97M-V/def2-TZVPD" spin_multiplicity=1 homo_lumo_gap_ev="6.672 / 6.953" homo_energy_ha="-0.2070 / -0.2206" total_energy_ha=-347.522205 charge=0 relative_energy_kcal_mol=127.1
C -1.26 0.65 -1.09
C -0.92 1.88 -1.88
C -0.49 -0.62 -1.24
N -2.61 0.48 -0.73
H -0.54 1.00 0.37
H -2.75 -0.06 0.12
H -3.27 1.14 -1.11
H -1.52 1.97 -2.79
H -1.09 2.78 -1.29
H -0.99 -0.40 -2.29
H 0.57 -0.53 -1.42
H -0.96 -1.56 -0.99
H 0.13 1.87 -2.18
C 2.67 -1.32 1.82
N 1.76 -1.18 0.69
C 0.42 -0.81 1.01
C 0.13 0.55 1.38
H 1.78 -2.03 0.13
H -0.23 -1.60 1.38
H 2.34 -2.06 2.57
H 2.77 -0.36 2.33
H 3.66 -1.62 1.46
H 1.00 1.16 1.60
H -0.61 0.66 2.16

24
Properties=species:S:1:pos:R:3 method="wB97M-V/def2-TZVPD" spin_multiplicity=1 homo_lumo_gap_ev=9.655 homo_energy_ha=-0.3183 total_energy_ha=-347.633815 charge=0 relative_energy_kcal_mol=57.1
N 0.61 -0.82 2.46
C 0.68 0.18 1.37
C 1.23 -0.53 0.11
C 0.14 -1.27 -0.77
C 0.89 -1.99 -1.87
C -0.73 0.86 1.04
N -0.41 1.94 0.14
C -1.60 2.38 -0.56
H 0.05 -0.55 3.23
H 0.08 -1.65 2.11
H 1.19 1.01 1.74
H 1.89 0.18 -0.52
H 2.02 -1.23 0.27
H -0.64 -0.62 -1.25
H -0.40 -2.01 -0.22
H 1.07 -1.43 -2.77
H 0.13 -2.79 -2.37
H 1.91 -2.53 -1.65
H -1.47 0.13 0.79
H -1.20 1.38 1.86
H 0.44 1.64 -0.54
H -2.61 2.21 -0.11
H -1.54 3.51 -0.85
H -1.75 1.98 -1.64

24
Properties=species:S:1:pos:R:3 method="wB97M-V/def2-TZVPD" spin_multiplicity=1 homo_lumo_gap_ev="9.102 / 6.775" homo_energy_ha="-0.2956 / -0.2269" total_energy_ha=-347.512891 charge=0 relative_energy_kcal_mol=133.0
C -0.27 0.62 -0.20
C 1.38 -1.21 0.04
C -3.19 0.40 0.69
C 0.28 1.65 -1.13
C 1.26 -1.40 1.52
C 2.61 -0.51 -0.47
N -0.71 -0.58 -0.52
N -2.39 1.06 -0.31
H -0.73 -0.68 -1.54
H -2.78 0.89 -1.23
H -0.17 0.84 0.87
H 1.11 -2.08 -0.54
H -4.04 1.02 1.00
H -3.60 -0.58 0.39
H -2.59 0.23 1.60
H 1.32 1.88 -0.88
H -0.30 2.56 -1.02
H 0.23 1.32 -2.17
H 2.82 0.41 0.07
H 3.49 -1.16 -0.35
H 0.26 -1.72 1.79
H 1.51 -0.49 2.07
H 1.96 -2.18 1.86
H 2.54 -0.28 -1.54

24
Properties=species:S:1:pos:R:3 method="wB97M-V/def2-TZVPD" spin_multiplicity=1 homo_lumo_gap_ev=9.745 homo_energy_ha=-0.3201 total_energy_ha=-347.664112 charge=0 relative_energy_kcal_mol=38.1
C 2.89 0.14 -0.05
C 1.59 0.88 0.33
C 0.65 0.14 1.23
C -0.07 -1.00 0.48
C -0.92 -0.55 -0.71
N -2.31 -0.17 -0.39
C -3.39 -1.06 -0.85
N 1.99 2.34 0.88
H 2.70 -0.42 -0.95
H 3.12 -0.66 0.65
H 3.74 0.80 -0.21
H 1.03 1.27 -0.57
H 1.19 -0.36 2.06
H -0.08 0.83 1.66
H 0.63 -1.77 0.13
H -0.75 -1.51 1.18
H -0.60 0.33 -1.29
H -0.95 -1.46 -1.31
H -2.56 0.72 -0.75
H -3.99 -1.40 0.04
H -4.04 -0.66 -1.59
H -3.06 -2.03 -1.31
H 2.11 2.95 0.08
H 1.10 2.64 1.28

25
Properties=species:S:1:pos:R:3 method="wB97M-V/def2-TZVPD" spin_multiplicity=1 homo_lumo_gap_ev=8.822 homo_energy_ha=-0.2880 total_energy_ha=-422.883872 charge=0 relative_energy_kcal_mol=64.5
C 0.41 -2.34 -0.32
C 0.25 -0.89 -0.96
C 1.41 0.01 -0.30
C 1.24 0.11 1.18
N -2.17 1.60 2.01
C -0.90 1.31 1.57
C -0.19 0.19 1.49
N 0.26 -0.79 -2.38
H -0.02 -3.08 -1.07
H -0.26 -2.48 0.57
H 1.43 -2.67 -0.07
H -0.75 -0.61 -0.54
H 1.35 1.08 -0.64
H 2.40 -0.37 -0.64
H 1.92 0.97 1.59
H 1.53 -0.86 1.73
H -2.81 0.82 2.25
H -2.63 2.48 1.80
H -0.30 2.23 1.53
H -0.42 -0.82 1.90
H -0.13 -1.66 -2.80
H 1.15 -0.53 -2.86
H -0.63 2.58 -1.17
H -0.94 1.35 -1.99
O -1.20 2.36 -1.85

25
Properties=species:S:1:pos:R:3 method="wB97M-V/def2-TZVPD" spin_multiplicity=1 homo_lumo_gap_ev=8.808 homo_energy_ha=-0.2962 total_energy_ha=-422.892939 charge=0 relative_energy_kcal_mol=58.8
C -1.79 -0.07 -0.55
C -1.42 0.98 -1.59
C -3.26 -0.01 -0.15
N -0.90 0.16 0.83
O -1.31 -1.32 -0.77
H -0.80 -0.98 0.55
H -1.37 0.52 1.66
H -0.02 0.64 0.67
H -1.98 0.77 -2.50
H -0.36 0.93 -1.83
H -1.66 1.99 -1.25
H -3.47 -0.75 0.62
H -3.55 0.99 0.20
H -3.86 -0.26 -1.02
C 2.93 -0.16 1.77
N 1.68 -1.40 -0.71
C 2.06 -0.08 -0.60
C 2.62 0.52 0.47
H 1.79 -1.96 0.12
H 0.77 -1.55 -1.14
H 1.89 0.50 -1.50
H 2.94 1.55 0.35
H 2.94 0.56 2.59
H 2.20 -0.93 2.02
H 3.91 -0.64 1.76